The following is a DFT calculation (wB97M-V/def2-TZVPD) of a structure of composition C9H26B2KO6Sb.

```
! RIJCOSX wB97M-V def2-TZVPD def2/J DEFGRID3
* xyz 0 1
C -3.5919 1.5144 2.9617
O -2.6013 0.8761 3.7550
C -1.3013 1.4959 3.6289
C -0.4268 0.6903 2.6809
C 1.0549 0.5026 3.0607
C 1.6111 -0.7806 2.4258
C 1.1293 -0.9345 0.9749
C 1.8258 -1.8806 0.0440
Sb 0.8183 -1.7436 -1.9552
C 2.1332 0.0209 -2.4086
O 1.5038 0.8791 -3.3498
C 1.7303 2.2501 -3.1763
B -0.8641 -0.2335 -1.2187
O -0.5703 1.1200 -1.0528
O -2.2236 -0.5386 -0.9388
B -0.3035 -1.6473 -3.9943
O -1.1932 -0.6024 -4.2302
O -0.1618 -2.6198 -4.9718
H -4.1221 2.2593 3.5614
H -3.1653 2.0162 2.0874
H -4.3232 0.7741 2.6226
H -1.4454 2.5110 3.2512
H -0.8646 1.5472 4.6275
H -0.4366 1.1520 1.6884
H -0.8837 -0.2836 2.5762
H 1.6107 1.3509 2.6469
H 1.2189 0.5420 4.1414
H 2.7021 -0.7893 2.4760
H 1.2459 -1.6362 3.0105
H 1.1019 0.0683 0.5332
H 0.1207 -1.3651 1.0416
H 1.7996 -2.9053 0.4332
H 2.8853 -1.6299 -0.0866
H 2.1055 -2.8131 -2.5887
H -0.1476 -3.2335 -1.4997
H 2.3572 0.5677 -1.4816
H 3.0684 -0.3695 -2.8322
H 2.7046 2.4420 -2.7106
H 0.9562 2.7088 -2.5466
H 1.7154 2.7315 -4.1571
H -1.1857 1.6748 -1.5516
H -2.5344 0.1210 -0.2989
H -2.1110 -0.8934 -4.1899
H -0.5491 -3.4648 -4.7224
K -2.3924 -1.4516 1.7329
*
```

The LUMO energy comes out at -1.09 eV. The gap between HOMO and LUMO is 0.168 Ha. The value obtained for the HOMO energy is -5.7 eV. As for the largest force on an atom: 1.0 eV/Å.



The following is a DFT calculation (wB97M-V/def2-TZVPD) of a structure of composition C9H26GeN2Tl.

```
! RIJCOSX wB97M-V def2-TZVPD def2/J DEFGRID3
* xyz 1 1
Tl -0.8316 0.0713 -0.6311
N -1.7672 -0.6200 1.5802
C -1.0474 -0.3695 2.8779
C -1.5536 0.9735 3.5227
C -1.0854 2.3342 3.0377
C -1.3764 2.6554 1.6066
N -0.3496 2.1142 0.6778
H -2.7321 -0.5265 1.7310
H -1.6582 -1.6333 1.3864
H 0.0306 -0.4290 2.6654
H -1.2100 -1.2126 3.5454
H -1.4549 0.8756 4.6038
H -2.6529 0.9145 3.4359
H -0.0245 2.4514 3.2304
H -1.6177 3.0200 3.7129
H -1.3566 3.7327 1.4644
H -2.3307 2.1655 1.2853
H 0.5209 1.8704 1.1988
H -0.0905 2.8437 0.0134
C 2.1781 -0.1093 -3.5237
Ge 2.0417 -1.3839 -2.0884
C 3.8766 -1.8555 -1.4790
C 0.9953 -2.8619 -2.7854
C 1.1673 -0.7602 -0.4352
H 3.1580 -0.2061 -4.0211
H 2.0236 0.9179 -3.1806
H 1.4323 -0.4090 -4.2711
H 4.5900 -1.9081 -2.3322
H 3.8936 -2.7454 -0.8879
H 4.1698 -1.0221 -0.7654
H 1.5209 -3.3870 -3.6109
H 0.1098 -2.4432 -3.2078
H 0.6222 -3.5392 -2.0100
H 1.8518 -0.0804 0.0299
H 1.0918 -1.6436 0.2102
C -2.7729 0.5105 -1.5403
H -2.9158 -0.0759 -2.4695
H -2.9410 1.5605 -1.7692
H -3.5050 0.2104 -0.8074
*
```

The LUMO energy comes out at -2.70 eV. The gap between HOMO and LUMO is 0.358 Ha. The value obtained for the HOMO energy is -12.4 eV. As for the largest force on an atom: 2.5 eV/Å.



The following is a DFT calculation (wB97M-V/def2-TZVPD) of a structure of composition C9H26InN2O3.

```
! RIJCOSX wB97M-V def2-TZVPD def2/J DEFGRID3
* xyz 3 1
In -1.3525 -0.5003 -0.5026
C -2.0640 4.1196 0.8873
C -1.7968 2.7340 0.2619
C -0.6463 2.7654 -0.7163
O -0.6615 1.4578 -1.3848
C 0.1666 1.4436 -2.5721
N -1.6523 1.6360 1.1700
H -1.2991 4.4216 1.6164
H -2.9570 4.0934 1.5134
H -2.0633 4.9417 0.1741
H -2.6952 2.6298 -0.3553
H 0.3662 2.8973 -0.3167
H -0.8249 3.5451 -1.4598
H 0.1303 0.4748 -3.0619
H 1.2019 1.6490 -2.2922
H -0.1393 2.2377 -3.2531
H -2.5171 1.6757 1.7252
H -0.9011 1.7714 1.8539
C 0.9275 -4.1875 -0.6376
C 0.6682 -2.6939 -0.4534
C 1.9345 -1.8728 -0.2937
O 1.4841 -0.5564 -0.4782
C 2.5058 0.4612 -0.4329
N -0.2042 -2.2009 -1.5659
H 1.5334 -4.4723 0.2297
H 1.5249 -4.4086 -1.5310
H 0.1216 -4.9120 -0.7672
H 0.0190 -2.5621 0.4188
H 2.6629 -2.0183 -1.1014
H 2.4112 -1.9852 0.6792
H 2.7756 0.6469 -1.4773
H 3.4053 0.2258 0.1283
H 1.9852 1.3663 -0.1290
H 0.2255 -2.4072 -2.4846
H -0.9976 -2.8547 -1.6256
C -0.7878 -1.8792 3.1741
O -0.2055 -0.9704 2.1589
H -1.6823 -1.4237 3.5917
H -0.9756 -2.8216 2.6691
H -0.0577 -2.0110 3.9692
H 0.4312 -0.4559 2.6710
*
```

The LUMO energy comes out at -15.32 eV. The gap between HOMO and LUMO is 0.186 Ha. The value obtained for the HOMO energy is -20.4 eV. As for the largest force on an atom: 4.3 eV/Å.



The following is a DFT calculation (wB97M-V/def2-TZVPD) of a structure of composition C9H26N2O7Pm.

```
! RIJCOSX wB97M-V def2-TZVPD def2/J DEFGRID3
* xyz 1 5
O 2.2709 1.7917 -4.7888
H 1.3276 1.8385 -5.1283
Pm -0.4049 0.2225 -0.3920
N 1.6122 -0.1756 0.6149
N 1.2946 1.9352 -0.7687
O 1.6587 -1.3511 1.4098
O 0.7768 2.9922 -1.3213
C 2.6524 0.6761 0.6653
C 2.5027 1.8466 -0.1769
C 3.7780 0.4916 1.6141
C 3.6036 2.8835 -0.1958
H 3.7750 -0.4807 2.0986
H 3.7339 1.2373 2.4078
H 4.7482 0.5997 1.1434
H 3.3393 3.6409 -0.9355
H 4.6186 2.5123 -0.4303
H 3.7255 3.3973 0.7714
H 1.8576 -1.0174 2.3061
H 1.9262 1.8508 -3.8301
O -1.3998 2.0344 0.9176
H -1.0363 2.3799 1.7651
H -1.5022 2.9030 0.4737
C -0.0941 -1.1263 -2.0658
H -0.4917 -0.3033 -2.8156
H 1.0619 -0.8305 -2.0069
H 0.0631 -1.8823 -2.8452
O 2.0276 -3.9997 0.7544
H 1.7039 -3.1169 0.9930
H 1.4464 -4.3618 0.0748
C -3.2478 1.9470 -1.9067
O -2.7099 0.8050 -1.2196
C -3.5389 -0.4064 -1.2325
C -3.3374 -1.2642 0.0253
O -1.9740 -1.2116 0.5061
C -1.6827 -1.7762 1.7921
H -2.5746 2.2263 -2.7017
H -3.3401 2.7777 -1.2182
H -4.2300 1.7789 -2.3423
H -4.6148 -0.1637 -1.2989
H -3.2695 -1.0060 -2.1154
H -3.9769 -0.9096 0.8414
H -3.5776 -2.3254 -0.1440
H -1.3316 -0.9901 2.4742
H -2.5848 -2.2290 2.2111
H -0.9065 -2.5427 1.6938
*
```

The LUMO energy (spin up / spin down) comes out at -3.51 / -3.49 eV. The gap between HOMO and LUMO (spin up / spin down) is 0.289 / 0.290 Ha. The value obtained for the HOMO energy (spin up / spin down) is -11.4 / -11.4 eV. As for the largest force on an atom: 4.2 eV/Å.



The following is a DFT calculation (wB97M-V/def2-TZVPD) of a structure of composition C9H26N2O7Ti.

```
! RIJCOSX wB97M-V def2-TZVPD def2/J DEFGRID3
* xyz 1 2
O -1.3400 2.9170 -3.1725
H -1.8460 3.4889 -3.7930
Ti -0.0520 -0.0594 -0.0983
N 1.6655 -0.9068 0.1262
N 1.1017 1.2321 -1.0562
O 1.8817 -2.2742 0.5102
O 0.7831 2.5750 -1.4087
C 2.7367 -0.3213 -0.4706
C 2.4390 0.9259 -1.0536
C 4.0309 -1.0109 -0.3908
C 3.4470 1.8936 -1.5421
H 3.8469 -2.0880 -0.2779
H 4.5993 -0.6769 0.4959
H 4.6365 -0.8066 -1.2877
H 3.0639 2.9192 -1.4833
H 3.7478 1.6865 -2.5817
H 4.3498 1.8229 -0.9199
H 1.2771 -2.4824 1.2523
H 0.0645 2.5588 -2.1024
O 0.5490 0.9180 1.9295
H 1.3520 0.5502 2.3617
H 0.6976 1.8792 1.9032
C -1.7492 1.5619 -3.4147
H -2.4045 1.2495 -2.5926
H -0.8340 0.9539 -3.4229
H -2.2887 1.4573 -4.3679
O -0.4750 -1.6093 -1.6057
H 0.2318 -2.1375 -2.0393
H -1.2014 -2.2214 -1.3759
C -1.1795 -2.6809 1.4822
O -1.2584 -1.2747 1.1549
C -2.4960 -0.5962 1.5965
C -2.8759 0.3803 0.4919
O -1.7007 1.1743 0.1189
C -1.8391 2.5705 0.4945
H -0.6187 -3.2204 0.6957
H -2.2008 -3.0934 1.5164
H -0.6873 -2.8131 2.4645
H -3.2959 -1.3395 1.7546
H -2.2736 -0.0779 2.5471
H -3.2078 -0.1393 -0.4191
H -3.6821 1.0567 0.8134
H -2.7578 2.9539 0.0252
H -1.9357 2.6492 1.5854
H -0.9590 3.0931 0.1151
*
```

The LUMO energy (spin up / spin down) comes out at -2.77 / -2.77 eV. The gap between HOMO and LUMO (spin up / spin down) is 0.214 / 0.209 Ha. The value obtained for the HOMO energy (spin up / spin down) is -8.6 / -8.5 eV. As for the largest force on an atom: 1.9 eV/Å.



The following is a DFT calculation (wB97M-V/def2-TZVPD) of a cluster of 3 separate species, C9H26O10P2Si in total.

```
! RIJCOSX wB97M-V def2-TZVPD def2/J DEFGRID3
* xyz 0 1
O -0.2556 3.4008 1.3819
C 0.3787 2.3858 1.3081
O -0.1254 1.2816 0.7465
C 0.5465 0.0474 1.0770
C 0.9432 -0.1030 2.5556
Si 1.2457 -1.9450 2.9303
H 1.4103 2.3613 1.6847
H -0.0880 -0.7939 0.8165
H 1.4638 -0.0235 0.4865
H 0.1537 0.2586 3.2152
H 1.8825 0.4197 2.7248
H 0.4786 -2.3252 4.1343
H 2.6971 -2.1535 3.1119
H 0.8067 -2.7820 1.7943
C -7.5317 0.4681 0.7139
O -6.5362 -0.5672 0.8358
P -4.9857 -0.1675 0.9341
O -4.2038 -1.2920 0.4105
O -4.9053 -0.0496 2.5479
C -5.2615 -1.1736 3.3453
O -4.3181 1.2327 0.6701
C -2.8719 1.2468 0.6813
H -8.5036 -0.0165 0.7005
H -7.4846 1.1525 1.5634
H -7.4001 1.0236 -0.2141
H -5.0118 -2.1102 2.8452
H -6.3266 -1.1523 3.5803
H -4.6988 -1.1018 4.2742
H -2.4839 0.8537 -0.2530
H -2.4931 0.6738 1.5228
H -2.5703 2.2840 0.7853
C 6.7766 0.6948 -2.3910
O 5.8853 -0.4381 -2.3276
P 4.3115 -0.2259 -2.5414
O 3.6182 -1.2956 -1.8162
O 4.2878 -0.4250 -4.1439
C 4.7867 -1.6374 -4.7046
O 3.4831 1.1190 -2.5698
C 2.0564 0.9611 -2.6360
H 7.7867 0.3195 -2.2569
H 6.7043 1.1899 -3.3612
H 6.5543 1.4061 -1.5964
H 4.6099 -2.4834 -4.0400
H 5.8529 -1.5477 -4.9157
H 4.2577 -1.7998 -5.6411
H 1.6582 0.6931 -1.6614
H 1.7743 0.2137 -3.3739
H 1.6454 1.9224 -2.9337
*
```

The LUMO energy comes out at 0.51 eV. The gap between HOMO and LUMO is 0.392 Ha. The value obtained for the HOMO energy is -10.2 eV. Its SMILES is COP(=O)(OC)OC.COP(=O)(OC)OC.O=COCC[SiH3]. As for the largest force on an atom: 4.1 eV/Å.